1.
DFT (wB97M-V/def2-TZVPD) results for a single C4H2N2S2 molecule at a distorted geometry.

```
10
Properties=species:S:1:pos:R:3:forces:R:3
S -2.9044 -0.3208 -0.2015 -1.1 -0.3 -0.2
C -1.3246 -0.1371 -0.0054 -0.9 -1.1 -1.2
C -0.4448 -1.2453 -0.5364 3.7 -1.8 1.7
N 0.8986 -1.2014 -0.2921 -4.0 0.4 -1.5
C 1.3170 0.0604 0.0879 2.4 1.0 0.7
S 2.9178 0.5557 -0.1176 -2.1 -0.7 0.2
C 0.3972 1.0298 0.7666 0.1 0.7 0.3
N -0.8950 0.9852 0.6867 2.4 -0.5 0.1
H -0.8020 -2.3485 -0.8807 0.3 3.2 0.7
H 0.8947 1.8574 1.3491 -0.6 -0.9 -0.8
```
Forces are in eV/Å.

Summary:
SMILES	S=C1C=NC(=S)C=N1
HOMO level	-9.46	eV
Kohn-Sham gap	6.57	eV
relative energy (zero: lowest compared OMol25 entry of this formula, charge and spin)	32.8	kcal per mole



2.
DFT (wB97M-V/def2-TZVPD) results for a single C4H2N4 molecule at a distorted geometry.

```
10
Properties=species:S:1:pos:R:3:forces:R:3
C -1.4616 -0.9540 0.0142 -2.1 0.6 -0.7
C -0.0630 -0.6763 0.0594 1.5 -2.1 0.3
N 1.0610 -1.2859 -0.0156 -1.2 0.5 0.2
N 2.0210 -0.2178 -0.0111 3.7 -1.2 -0.5
C 1.5466 0.9345 -0.0325 -3.6 -0.9 0.6
C 0.0622 0.7217 0.0813 -0.6 2.3 -0.6
N -1.0585 1.3220 0.0050 -0.2 -0.7 0.0
N -2.1124 0.1771 -0.0504 1.0 -1.1 0.3
H -1.9111 -1.9623 -0.1143 0.1 1.1 0.3
H 2.0289 1.8400 -0.1162 1.4 1.6 0.0
```
Forces are in eV/Å.

Summary:
SMILES	C1=C2N=NC=C2N=N1
HOMO level	-10.56	eV
Kohn-Sham gap	8.13	eV
relative energy (zero: lowest compared OMol25 entry of this formula, charge and spin)	90.8	kcal per mole



3.
DFT (wB97M-V/def2-TZVPD) results for a molecular structure, C4H2NO2 at a distorted geometry.

```
9
Properties=species:S:1:pos:R:3:forces:R:3
C 1.4429 0.7654 -0.5834 2.0 0.4 -0.9
C 0.4007 0.8760 0.6201 -1.2 0.4 0.9
C -0.3006 -0.1052 -0.1192 -2.8 -3.1 0.2
C -1.3995 -1.1612 0.1583 3.9 3.8 -1.8
N 0.6969 -0.0533 -1.2267 0.2 0.0 0.4
O -1.8579 -1.8992 -0.7055 -0.4 -0.5 0.7
O 0.1280 1.5936 1.5758 1.1 -0.3 -0.4
H 2.5090 1.0869 -0.9470 -2.1 -0.3 0.8
H -1.6195 -1.1029 1.2275 -0.8 -0.5 0.3
```
Forces are in eV/Å.

Summary:
HOMO level	-2.67	eV
Kohn-Sham gap	6.95	eV
net charge	-1
relative energy (zero: lowest compared OMol25 entry of this formula, charge and spin)	7.2	kcal per mole



4.
DFT (wB97M-V/def2-TZVPD) results for a single C4H2NO2PS2 molecule at a distorted geometry.

```
12
Properties=species:S:1:pos:R:3:forces:R:3
O 1.2354 -2.3310 0.2617 0.2 0.3 0.2
C 0.9261 -1.1614 0.2503 -0.6 -2.0 -0.3
N 1.7872 -0.1103 0.1257 3.4 -0.3 0.3
C 1.1545 1.1335 0.1135 -0.3 -1.4 1.0
O 1.6779 2.2016 0.1545 -0.2 0.4 -0.3
C -0.3202 0.7189 0.1914 -0.9 0.1 0.2
S -1.6501 1.8401 0.2446 -1.2 -1.5 -0.7
P -3.1136 0.0114 -0.6178 2.7 1.5 0.6
S -1.9685 -1.5152 0.3849 0.1 0.8 -0.3
C -0.4450 -0.6298 0.2954 0.1 1.6 -0.5
H 2.8355 -0.3403 0.2717 -2.5 1.0 -0.5
H -2.1193 0.1827 -1.6759 -0.9 -0.5 0.3
```
Forces are in eV/Å.

Summary:
SMILES	O=c1[nH]c(=O)c2s[pH]sc1=2
HOMO level	-8.89	eV
Kohn-Sham gap	7.43	eV



5.
DFT (wB97M-V/def2-TZVPD) results for a molecular structure, C4H2NiO2 at a distorted geometry.

```
9
Properties=species:S:1:pos:R:3:forces:R:3
O -1.3988 0.9314 -0.5943 2.9 1.2 2.2
H -2.2483 0.7632 -0.1749 0.0 -0.2 0.3
C -0.8465 -1.8988 0.0135 0.5 -0.4 0.6
C -0.6097 -0.8601 0.6961 0.4 0.5 -0.5
C -0.3065 0.5018 0.3714 -4.8 -3.1 -2.1
C 1.0053 0.7851 0.1160 3.2 0.1 -2.3
O 1.9186 -0.1476 -0.0864 -1.6 2.8 1.2
Ni 1.2322 -1.8793 -0.1278 -1.0 -0.7 0.3
H 1.2538 1.8041 -0.2136 0.2 -0.3 0.3
```
Forces are in eV/Å.

Summary:
multiplicity	3
HOMO level (alpha / beta)	-8.72 / -8.88	eV
Kohn-Sham gap (alpha / beta)	8.47 / 6.78	eV
relative energy (zero: lowest compared OMol25 entry of this formula, charge and spin)	1.2	kcal per mole



6.
DFT (wB97M-V/def2-TZVPD) results for a single C4H2O molecule at a distorted geometry.

```
7
Properties=species:S:1:pos:R:3:forces:R:3
C 0.5998 0.6004 -0.0758 -1.5 -1.4 -1.1
C 0.7323 -0.7473 -0.0625 -3.1 1.1 0.3
C -0.7790 0.9639 0.2124 2.8 3.6 1.7
C -1.4687 -1.0702 0.0739 1.8 0.9 0.0
O -1.8048 0.2335 -0.0425 -0.2 -4.4 -1.2
H 1.1877 1.4802 -0.2791 0.8 -0.3 0.4
H 1.5327 -1.4606 0.1736 -0.5 0.4 -0.1
```
Forces are in eV/Å.

Summary:
HOMO level (alpha / beta)	-8.45 / -8.59	eV
Kohn-Sham gap (alpha / beta)	7.23 / 7.31	eV
relative energy (zero: lowest compared OMol25 entry of this formula, charge and spin)	153.2	kcal per mole